1.
{
  "formula": "C9H14N5",
  "method": "ωB97M-V/def2-TZVPD",
  "symbols": ["C", "N", "C", "C", "N", "N", "C", "N", "C", "C", "C", "C", "C", "N", "H", "H", "H", "H", "H", "H", "H", "H", "H", "H", "H", "H", "H", "H"],
  "coordinates": [[1.02147, -1.60863, 3.30216], [0.26560, -1.94782, 2.32460], [0.23400, -2.38195, 1.10975], [0.38081, -1.66463, -0.10628], [0.11659, -2.40675, -1.13299], [0.33653, -1.97256, -2.30923], [0.23316, -0.79042, -2.84209], [-0.59204, 0.08166, -2.40472], [-1.10463, 1.03782, -1.71841], [-2.48799, 1.41546, -1.66923], [-0.16780, 1.70190, -0.72005], [0.11195, 0.71196, 0.42951], [0.90438, 1.34639, 1.55463], [0.89925, -0.35511, -0.12498], [0.54285, -1.19309, 4.20566], [2.15141, -1.59392, 3.29762], [0.13444, -3.47189, 1.00645], [0.96682, -0.52835, -3.66940], [-2.63266, 2.48858, -2.22913], [-2.72276, 1.55086, -0.62233], [-3.16882, 0.74175, -2.25652], [0.75544, 2.01647, -1.10998], [-0.65565, 2.51466, -0.26119], [-0.73534, 0.24220, 0.81873], [1.02227, 0.51942, 2.30401], [0.34884, 2.27269, 1.95715], [1.88549, 1.69556, 1.11133], [1.95640, -0.42225, -0.24509]],
  "atomic_forces_ev_per_a": [[-0.6, 0.2, -0.8], [1.6, 0.9, 2.0], [0.6, -1.2, -1.0], [0.3, 1.1, 2.8], [-0.5, -0.8, -1.5], [0.5, -1.6, -0.9], [1.8, 1.1, 0.1], [-2.2, 2.0, 0.0], [3.4, -1.6, -0.4], [-2.2, 2.1, -2.7], [-1.7, -1.1, 0.8], [2.7, 0.8, -1.0], [-0.2, 1.3, 0.3], [1.9, -2.5, -0.8], [0.2, -0.4, -0.4], [-1.3, -0.4, -0.4], [-0.5, 0.4, 0.0], [-1.4, -0.5, 0.7], [0.5, -2.3, 1.6], [-0.6, 0.1, 0.1], [0.6, 0.4, 1.0], [1.2, 0.3, -0.8], [-0.7, 1.4, 0.2], [-1.8, -0.4, 0.5], [0.2, 1.5, -0.4], [1.0, -1.5, -0.3], [-0.9, -0.4, 0.9], [-2.0, 1.2, 0.6]],
  "lumo_ev": [-4.55, -4.55],
  "e_above_lowest_kcal_mol": 139.6,
  "homo_energy_ev": [-12.20, -12.20],
  "charge": 1
}


2.
{
  "formula": "C5H8O",
  "method": "ωB97M-V/def2-TZVPD",
  "symbols": ["C", "C", "C", "C", "C", "O", "H", "H", "H", "H", "H", "H", "H", "H"],
  "coordinates": [[0.99085, -0.93030, -1.11338], [-0.34028, -0.76657, -0.37784], [0.61546, 0.23126, 0.77319], [-0.60957, 1.06509, 0.91441], [-1.46257, -0.03729, 0.29444], [-1.30763, -0.00153, -1.10224], [1.73837, -1.45542, -0.51433], [1.41612, 0.07507, -1.33865], [0.80993, -1.40378, -2.05647], [0.73816, -0.54487, 1.53523], [1.59493, 0.71745, 0.58701], [-0.85303, 1.37471, 1.92037], [-0.56452, 1.92584, 0.23369], [-2.41146, -0.35429, 0.71698]],
  "atomic_forces_ev_per_a": [[-0.1, -1.1, -1.0], [2.8, 2.0, 0.6], [-0.5, 0.1, 0.2], [-0.5, 0.2, 0.6], [-0.4, 0.0, 0.4], [0.7, 0.8, 0.2], [-0.3, -0.1, -0.2], [-0.5, -0.7, -0.1], [0.2, -0.8, -0.7], [-0.2, 0.3, 0.1], [-0.7, -0.2, -0.3], [-0.3, 0.3, 0.3], [-0.3, -0.2, 0.2], [0.1, -0.5, -0.2]],
  "lumo_ev": 1.05,
  "e_above_lowest_kcal_mol": 132.1,
  "homo_energy_ev": -7.93
}


3.
{
  "formula": "C6H14NOP",
  "method": "ωB97M-V/def2-TZVPD",
  "symbols": ["C", "C", "C", "C", "C", "C", "N", "O", "P", "H", "H", "H", "H", "H", "H", "H", "H", "H", "H", "H", "H", "H", "H"],
  "coordinates": [[0.33842, -2.25952, 0.77229], [0.37949, -1.95208, -0.72911], [0.98418, -1.18637, 1.52439], [-0.19348, -0.51929, -1.01438], [0.22720, 0.13693, 1.36636], [0.40221, 0.39209, -0.07715], [-1.31305, 3.32014, -1.98766], [0.74191, 1.08448, 2.24447], [-0.81870, 2.92004, -0.45577], [-0.72012, -2.18014, 1.18204], [0.98860, -3.20645, 0.98047], [1.49186, -1.90985, -1.05985], [-0.28872, -2.72410, -1.27456], [1.06257, -1.24342, 2.63697], [2.02652, -0.90117, 1.12013], [-0.19609, -0.40137, -2.10999], [-1.22622, -0.61726, -0.79936], [-0.86410, 0.03716, 1.65311], [1.43066, 0.84203, -0.26141], [-0.84174, 3.35059, -2.89908], [-2.29099, 3.10121, -2.11142], [0.50563, 1.95854, 1.82279], [-1.82604, 1.95779, -0.52329]],
  "atomic_forces_ev_per_a": [[0.2, -1.6, 0.2], [0.2, -0.5, -0.8], [2.3, 3.0, 1.7], [-0.2, -2.5, -0.9], [-1.7, -0.9, -0.2], [1.7, 4.4, -0.6], [-0.5, 0.7, -2.6], [0.3, 2.1, -0.8], [1.0, -1.4, 1.1], [1.0, -1.3, -0.7], [-2.0, 1.1, -0.3], [-1.8, -0.6, 0.3], [1.5, 1.1, 0.5], [0.1, -0.9, -0.7], [-1.2, -0.8, 0.8], [0.7, 0.8, 0.5], [-1.4, 0.0, 0.4], [0.7, -0.4, -0.6], [-1.3, -0.8, -0.1], [0.1, 0.2, 1.1], [0.2, 0.0, -0.4], [0.5, -1.1, 0.9], [-0.5, -0.5, 1.3]],
  "lumo_ev": [0.35, 0.12],
  "e_above_lowest_kcal_mol": 76.8,
  "homo_energy_ev": [-7.10, -7.15]
}


4.
{
  "formula": "C50H51FeN4O2S",
  "method": "ωB97M-V/def2-TZVPD",
  "symbols": ["Fe", "C", "C", "C", "C", "C", "C", "C", "N", "N", "C", "C", "C", "C", "C", "C", "N", "C", "C", "C", "C", "C", "C", "N", "H", "H", "H", "H", "H", "H", "H", "H", "H", "H", "H", "H", "H", "H", "H", "H", "H", "H", "H", "H", "C", "S", "O", "C", "C", "C", "C", "C", "C", "H", "H", "H", "H", "H", "H", "H", "H", "C", "C", "C", "C", "C", "C", "C", "O", "C", "C", "C", "H", "H", "H", "H", "H", "H", "H", "H", "H", "H", "H", "H", "C", "C", "C", "C", "C", "C", "C", "C", "C", "C", "C", "C", "C", "C", "H", "H", "H", "H", "H", "H", "H", "H", "H", "H", "H"],
  "coordinates": [[0.28740, 0.31331, -0.84333], [-0.90699, 1.70395, -3.30729], [-0.94538, 3.10356, -2.71488], [-1.36367, 3.17321, -1.27594], [-2.08399, 4.27629, -0.83619], [-2.48315, 4.35969, 0.48401], [-2.17208, 3.30660, 1.32793], [-1.46890, 2.23839, 0.81289], [-1.03498, 2.16115, -0.45757], [0.35745, 0.95733, -3.08445], [1.53383, 1.78475, -3.37776], [2.08205, 2.52329, -2.18136], [2.84294, 3.66782, -2.38900], [3.47122, 4.26782, -1.31216], [3.34264, 3.67656, -0.06368], [2.56509, 2.54184, 0.05017], [1.90501, 1.98144, -0.97185], [0.34333, -0.21244, -3.97876], [-0.36017, -1.43129, -3.43992], [-0.76364, -2.42015, -4.33282], [-1.27364, -3.60383, -3.84141], [-1.37619, -3.75489, -2.46431], [-0.97732, -2.71128, -1.65640], [-0.47018, -1.55730, -2.11960], [-1.08864, 1.78051, -4.38580], [-1.71573, 1.09805, -2.88712], [-1.62812, 3.70983, -3.30984], [0.02279, 3.59821, -2.80996], [-2.33347, 5.05793, -1.54095], [-3.03840, 5.21703, 0.84016], [-2.47273, 3.29892, 2.36609], [-1.24975, 1.38692, 1.43739], [1.34208, 2.48496, -4.19805], [2.33697, 1.13074, -3.72087], [2.93699, 4.07530, -3.38728], [4.06246, 5.16359, -1.44722], [3.84342, 4.07332, 0.80792], [2.50063, 2.03464, 1.00167], [1.37298, -0.51250, -4.18275], [-0.09559, 0.05590, -4.94647], [-0.66635, -2.25320, -5.39766], [-1.58791, -4.39198, -4.51238], [-1.77151, -4.65886, -2.02289], [-1.09606, -2.79664, -0.58697], [4.07456, -2.32414, -1.75742], [3.45636, -0.65104, -1.83321], [2.01194, -0.82567, -1.37319], [4.42268, 0.08077, -0.54526], [4.12168, -0.14028, 0.78803], [4.89911, 0.47484, 1.75534], [5.96666, 1.28470, 1.38216], [6.26120, 1.48937, 0.04076], [5.47705, 0.89250, -0.93712], [3.99673, -2.68407, -0.73229], [5.11125, -2.32397, -2.09325], [3.45949, -2.92244, -2.42726], [3.28846, -0.76987, 1.06331], [4.67834, 0.31224, 2.80302], [6.57496, 1.75542, 2.14305], [7.09284, 2.11899, -0.24491], [5.68582, 1.05439, -1.98828], [-8.03235, -1.98110, 1.68145], [-6.68677, -1.65108, 1.11082], [-6.44992, -1.73014, -0.25858], [-5.21984, -1.40981, -0.80173], [-5.06130, -1.51920, -2.30042], [-4.17184, -1.00209, 0.06237], [-2.91181, -0.67541, -0.57098], [-1.85742, -0.35958, -0.02622], [-4.39125, -0.93247, 1.46013], [-3.35347, -0.51629, 2.47387], [-5.64744, -1.25184, 1.94487], [-8.67052, -2.46917, 0.94795], [-8.53398, -1.06989, 2.01316], [-7.93734, -2.63264, 2.55002], [-7.25073, -2.04881, -0.91443], [-5.98977, -1.87620, -2.73971], [-4.27297, -2.21975, -2.58424], [-4.83628, -0.55545, -2.76109], [-2.92550, -0.72118, -1.67057], [-2.33747, -0.60196, 2.10856], [-3.45766, -1.12742, 3.37030], [-3.52581, 0.52134, 2.77241], [-5.82141, -1.19960, 3.01392], [3.68436, -4.33461, 2.25374], [3.43824, -3.33545, 3.18797], [2.42822, -2.41317, 2.97264], [1.64304, -2.48421, 1.81986], [1.89196, -3.49288, 0.89231], [2.90992, -4.41098, 1.10491], [0.54317, -1.52492, 1.56830], [0.41604, -0.31365, 2.07453], [0.53990, 0.49061, 3.22186], [0.81755, 1.87223, 3.18870], [0.87791, 2.61310, 4.35113], [0.63058, 2.00749, 5.57949], [0.30061, 0.65587, 5.63299], [0.24556, -0.09635, 4.47853], [4.47053, -5.05712, 2.42706], [4.03246, -3.28117, 4.09055], [2.24804, -1.63370, 3.70197], [1.29547, -3.55494, -0.01048], [3.09308, -5.19195, 0.37817], [-0.23161, -1.86091, 0.88737], [0.92410, 2.35104, 2.22901], [1.09528, 3.67218, 4.30526], [0.67340, 2.58966, 6.48982], [0.08738, 0.18922, 6.58537], [-0.01617, -1.14589, 4.52022]],
  "atomic_forces_ev_per_a": [[-0.2, 0.1, -0.8], [0.0, 0.0, 0.0], [0.1, 0.0, 0.1], [0.1, -0.1, 0.0], [0.0, 0.0, 0.0], [0.0, 0.0, 0.0], [0.0, 0.0, 0.0], [0.1, 0.0, 0.0], [-0.2, 0.2, 0.2], [-0.2, -0.1, 0.0], [0.0, 0.0, 0.1], [0.0, 0.0, -0.1], [0.0, 0.0, 0.1], [0.0, -0.1, 0.0], [0.0, 0.0, 0.0], [-0.1, 0.0, 0.1], [0.1, 0.1, 0.0], [0.1, -0.1, 0.0], [0.1, 0.1, 0.1], [0.0, 0.1, 0.0], [0.0, 0.0, 0.0], [0.0, 0.0, -0.1], [0.0, 0.1, 0.0], [-0.1, -0.2, 0.0], [0.1, 0.0, 0.0], [0.0, 0.0, -0.1], [-0.1, 0.0, 0.0], [0.0, 0.0, -0.1], [0.0, 0.0, 0.0], [0.0, 0.0, 0.0], [0.0, 0.0, 0.0], [0.0, 0.0, 0.0], [0.0, 0.0, 0.0], [0.0, 0.0, 0.0], [0.0, 0.0, 0.0], [0.0, 0.0, 0.0], [0.0, 0.0, 0.0], [-0.2, 0.0, 0.0], [0.0, 0.0, 0.1], [0.0, 0.0, 0.0], [0.0, 0.0, 0.0], [0.0, 0.0, 0.0], [0.0, 0.0, 0.0], [0.0, 0.0, 0.1], [0.1, 0.0, 0.0], [-0.3, -0.3, -0.1], [0.2, 0.0, 0.3], [0.1, 0.0, 0.0], [0.1, 0.0, 0.1], [0.0, 0.0, 0.0], [0.0, 0.0, 0.0], [0.0, 0.0, 0.0], [0.0, 0.0, 0.0], [0.0, 0.0, 0.0], [0.0, 0.0, 0.0], [0.0, 0.0, 0.0], [-0.1, -0.1, 0.0], [0.0, 0.0, 0.0], [0.0, 0.0, 0.0], [0.0, 0.0, 0.0], [0.0, 0.0, 0.0], [0.0, 0.0, 0.0], [0.0, 0.0, 0.0], [0.0, 0.0, 0.0], [0.0, 0.0, 0.0], [0.0, 0.0, 0.0], [0.0, 0.0, 0.0], [-0.1, 0.1, 0.0], [0.3, -0.1, 0.1], [0.0, 0.0, 0.0], [0.0, 0.0, 0.0], [0.0, 0.0, 0.0], [0.0, 0.0, 0.0], [0.0, 0.0, 0.0], [0.0, 0.0, 0.0], [0.0, 0.0, 0.0], [0.0, 0.0, 0.0], [0.0, 0.0, 0.0], [0.0, 0.0, 0.0], [0.0, 0.0, 0.1], [0.0, 0.0, 0.0], [0.0, 0.0, 0.0], [0.0, 0.0, 0.0], [0.0, 0.0, 0.0], [0.0, 0.0, 0.0], [0.0, 0.0, 0.0], [0.0, 0.0, 0.0], [-0.1, 0.0, 0.0], [0.0, -0.1, 0.0], [0.0, 0.0, 0.0], [0.3, 0.1, -0.1], [-0.2, 0.0, 0.3], [-0.1, 0.0, 0.0], [0.0, -0.1, -0.1], [0.0, 0.0, 0.0], [0.0, 0.0, 0.0], [0.0, 0.0, 0.0], [0.0, 0.0, 0.0], [0.0, 0.0, 0.0], [0.0, 0.0, 0.0], [0.0, 0.0, 0.0], [0.0, 0.0, 0.0], [0.0, 0.0, 0.0], [0.0, -0.1, -0.1], [0.1, 0.1, 0.0], [0.0, 0.0, 0.0], [0.0, 0.0, 0.0], [0.0, 0.0, 0.0], [0.0, 0.0, 0.0]],
  "lumo_ev": [-4.54, -5.31],
  "s_squared": 8.794,
  "multiplicity": 6,
  "e_above_lowest_kcal_mol": 0.0,
  "homo_energy_ev": [-11.87, -13.15],
  "charge": 2
}


5.
{
  "formula": "C15H27GaN6O11P2",
  "method": "ωB97M-V/def2-TZVPD",
  "symbols": ["Ga", "C", "N", "C", "P", "O", "O", "P", "O", "N", "C", "C", "N", "C", "C", "N", "C", "C", "H", "H", "H", "H", "H", "H", "H", "H", "H", "H", "H", "H", "H", "H", "H", "H", "H", "H", "H", "H", "H", "H", "H", "H", "O", "C", "O", "C", "C", "C", "C", "C", "C", "N", "O", "O", "N", "O", "O", "H", "H", "H", "O", "O"],
  "coordinates": [[11.18517, 10.78194, 10.82645], [12.25130, 6.44643, 11.37024], [11.34644, 7.61388, 11.35697], [10.07963, 7.41498, 12.11328], [11.02709, 8.09619, 9.56546], [10.23496, 9.36048, 9.69548], [12.50029, 8.26488, 9.08330], [13.39690, 9.70109, 8.87264], [12.83166, 10.61380, 9.96920], [14.93555, 9.55407, 9.20344], [15.46386, 9.36255, 10.58698], [15.97248, 9.37082, 8.13462], [13.11714, 10.05540, 7.32818], [13.54046, 11.39043, 6.83771], [12.25364, 9.24712, 6.39562], [10.30123, 6.93935, 8.81409], [8.83117, 6.95588, 8.75308], [10.93402, 5.83622, 8.08660], [12.39497, 6.11766, 12.38394], [13.19523, 6.82500, 10.98327], [11.86365, 5.71612, 10.67674], [10.30262, 7.46020, 13.18413], [9.70597, 6.44356, 11.82013], [9.45248, 8.22616, 11.78502], [14.69331, 9.25268, 11.32138], [16.12260, 10.17509, 10.85159], [16.03550, 8.43405, 10.65323], [15.54974, 9.67507, 7.19077], [16.27036, 8.31422, 8.05454], [16.82844, 9.97072, 8.39696], [14.12085, 11.94288, 7.63057], [12.64868, 11.96163, 6.57704], [14.17563, 11.23169, 5.95906], [12.39509, 8.18082, 6.56839], [12.58691, 9.45423, 5.39143], [11.21129, 9.55036, 6.46650], [8.45839, 7.84301, 9.26401], [8.42458, 6.06302, 9.21911], [8.53581, 6.98699, 7.66409], [12.01865, 5.80208, 8.23988], [10.76988, 5.91576, 7.01015], [10.54326, 4.87636, 8.37851], [8.66528, 13.03567, 10.16767], [9.29428, 12.87779, 11.17078], [10.54618, 12.37355, 11.17082], [8.82491, 13.17927, 12.53101], [9.49215, 12.71082, 13.65989], [8.96961, 12.90426, 14.92214], [7.77925, 13.52391, 15.07822], [7.12683, 13.99222, 13.95063], [7.60284, 13.83075, 12.67593], [5.81915, 14.60794, 14.16058], [5.20036, 14.91390, 13.13855], [5.40792, 14.73528, 15.29588], [9.64561, 12.34614, 16.09903], [10.72152, 11.81931, 15.92529], [9.07636, 12.43316, 17.16869], [10.44721, 12.21676, 13.51061], [7.37213, 13.72036, 16.06790], [7.04274, 14.21643, 11.83102], [11.31303, 9.73766, 12.31962], [12.16091, 8.67883, 11.91237]],
  "atomic_forces_ev_per_a": [[-0.2, 0.5, -0.7], [0.6, 0.7, -0.3], [0.2, 0.1, -1.0], [0.5, 0.3, -0.1], [0.5, 0.9, 1.2], [0.6, 0.4, 0.4], [0.4, 0.1, -0.2], [-0.8, 0.7, 0.4], [-0.3, -0.2, -0.5], [1.2, -0.8, -0.1], [0.2, -0.4, -0.5], [-0.7, -0.8, 0.4], [-0.5, -0.6, 0.2], [0.5, 0.2, 0.5], [0.6, 0.4, 0.6], [-0.3, -1.0, -0.5], [-0.7, 0.2, -1.2], [1.0, -0.2, -0.5], [-0.2, -0.4, 0.3], [0.1, -0.2, 0.1], [-0.2, -0.5, 0.2], [-0.1, 0.0, -0.3], [-0.2, -0.2, 0.0], [-0.6, 0.0, 0.4], [-0.7, 0.3, 0.2], [0.1, 0.3, 0.0], [0.1, 0.0, -0.4], [0.1, 0.2, -0.2], [-0.1, 0.3, 0.2], [0.2, 0.2, 0.0], [-0.6, -0.6, -0.8], [0.2, 0.1, 0.0], [-0.1, 0.3, 0.2], [-0.1, 0.1, 0.1], [0.2, 0.1, -0.3], [-0.1, -0.1, 0.1], [-0.2, -0.1, -0.2], [0.0, -0.1, 0.0], [0.2, 0.0, 1.2], [-0.2, 0.2, 0.1], [-0.2, 0.3, 0.1], [-0.4, -0.2, 0.4], [0.0, -0.1, 0.0], [-0.2, 0.1, -0.3], [0.8, -0.3, -0.2], [-0.6, 0.1, 0.8], [0.8, -0.1, -0.6], [0.5, -0.6, -0.6], [-1.0, 1.0, 0.7], [0.0, -0.2, 0.5], [0.0, 0.2, -0.2], [-1.5, 0.6, -0.9], [0.6, -0.2, 1.1], [0.4, 0.0, -0.5], [-0.1, 0.0, 0.8], [0.3, -0.1, -0.3], [0.1, 0.1, -0.5], [-0.2, 0.0, 0.4], [0.0, -0.2, -0.2], [0.1, -0.2, 0.1], [0.2, -0.4, 0.3], [-0.3, -0.3, 0.2]],
  "lumo_ev": -5.54,
  "homo_energy_ev": -14.77,
  "charge": 2
}